DFT (wB97M-V/def2-TZVPD) results for C5H12 as an isolated structure.

## Properties
electronic energy: -197.5545 Ha
highest occupied orbital energy: -7.6 eV
E_LUMO: 1.178 eV
gap between HOMO and LUMO: 8.77 eV
relative energy (zero: lowest compared OMol25 entry of this formula, charge and spin): 97.0 kcal/mol

Cartesian coordinates (Å):
C  2.27168  -0.15115  0.18923
C  0.88212  -0.61904  0.58427
C  -0.86576  -0.15673  -0.80850
C  -0.75516  1.33997  -0.73114
C  -1.93592  -0.69603  0.09822
H  2.25637  0.89359  -0.13929
H  2.96881  -0.22358  1.03220
H  2.67286  -0.75572  -0.63079
H  0.39903  0.03447  1.31180
H  0.85723  -1.65035  0.95325
H  0.29218  -0.72370  -0.47581
H  -1.53435  1.71950  -1.40816
H  -0.94388  1.78942  0.26078
H  0.19658  1.71438  -1.12222
H  -2.06529  -0.16987  1.06112
H  -2.87522  -0.57658  -0.46107
H  -1.82129  -1.76857  0.28614

Cartesian forces, eV/Å:
0.025 0.040 -0.068
-0.008 0.072 0.199
-0.098 0.158 0.229
0.079 0.025 -0.046
0.004 -0.092 0.000
0.011 -0.158 0.050
-0.125 0.011 -0.109
-0.037 0.079 0.127
0.046 -0.092 -0.128
-0.028 0.137 -0.123
0.041 -0.063 -0.028
0.089 -0.070 0.085
0.022 -0.100 -0.105
-0.162 -0.068 0.033
0.050 -0.039 -0.128
0.127 0.004 0.060
-0.034 0.158 -0.048

DFT (wB97M-V/def2-TZVPD) results for C5H12AgN6O9 as an isolated structure.

## Properties
net charge: -1
electronic energy: -1350.4055 Ha
highest occupied orbital energy (alpha / beta): -4.5 / -4.4 eV
E_LUMO (alpha / beta): 2.494 / 2.494 eV
2S+1: 3
gap between HOMO and LUMO (alpha / beta): 6.95 / 6.85 eV

Cartesian coordinates (Å):
Ag  -0.16958  -12.18614  14.49849
C  0.86246  -14.71592  14.75929
O  0.11286  -14.35810  13.87542
O  1.19800  -15.84643  14.85001
O  1.22815  -13.81301  15.49818
C  -1.85561  -10.73719  12.98003
O  -1.53161  -10.25517  14.06010
O  -2.82277  -10.29026  12.42478
O  -1.26406  -11.77388  12.61388
C  2.12727  -10.79403  12.61726
O  1.77014  -11.25921  13.67784
N  1.31236  -10.62838  11.62015
N  3.25490  -10.15654  12.40446
H  1.65070  -10.20375  10.76850
H  0.39735  -11.05004  11.69132
H  3.88217  -9.96247  13.17191
H  3.47913  -9.75162  11.50676
C  1.08726  -10.47202  17.15813
O  0.47669  -10.81405  16.17242
N  2.05847  -9.64716  17.07816
N  0.88826  -10.80447  18.40227
H  2.10774  -9.17807  16.18506
H  2.56037  -9.41654  17.92374
H  0.15226  -11.49051  18.49027
H  1.31768  -10.30159  19.16570
C  -1.92920  -13.23364  17.14314
O  -1.89943  -12.81533  16.03742
N  -0.91133  -13.51512  17.76932
N  -2.89855  -13.31189  17.97338
H  -0.03671  -13.64476  17.28112
H  -0.95673  -13.53554  18.77809
H  -2.96631  -13.78387  18.86374
H  -3.83927  -13.08090  17.68739

Cartesian forces, eV/Å:
-0.232 -0.460 -0.062
0.406 0.050 0.205
-3.870 1.326 -4.596
1.824 -5.538 0.790
1.644 3.542 3.914
-0.802 -1.428 -0.208
1.668 1.866 3.682
-2.853 1.791 -2.557
1.447 -1.832 -1.813
-1.624 0.494 1.658
1.510 -0.436 0.827
-2.184 -0.254 -3.138
4.401 1.463 0.134
-0.558 -0.277 0.167
-0.413 -0.195 -0.144
-0.190 -0.304 -0.248
-0.063 -0.123 0.424
-1.505 -0.818 -1.846
-0.912 -0.266 0.459
4.117 3.736 -1.080
-1.940 -2.352 3.140
0.651 0.159 0.356
0.228 0.490 -0.844
0.103 0.110 0.742
-0.519 -0.489 -0.161
-1.512 1.641 -2.571
-1.876 0.717 -3.672
9.710 -2.577 4.838
-8.740 0.289 3.107
0.380 0.044 -0.160
0.535 -0.429 -0.415
0.894 -0.157 -0.478
0.274 0.218 -0.450

DFT (wB97M-V/def2-TZVPD) results for a 2-piece molecular cluster, C5H12B2NO6PS overall.

## Properties
electronic energy: -1493.1219 Ha
highest occupied orbital energy: -8.4 eV
E_LUMO: -0.982 eV
SMILES: CCB(O)B(ON=O)[PH2]=S.O=C1OCCO1
gap between HOMO and LUMO: 7.44 eV

Cartesian coordinates (Å):
C  1.54574  1.77416  0.40826
C  1.37117  2.48707  -0.94313
B  -0.05580  2.40045  -1.54753
O  -0.21201  2.32047  -2.92746
B  -1.50879  2.43155  -0.64743
O  -1.76131  3.49372  0.17188
N  -3.16862  3.85758  0.40319
O  -3.34246  4.20287  1.48476
P  -2.78011  0.97409  -0.74992
S  -1.83394  -0.58372  -0.00942
H  2.41074  2.18117  0.93499
H  0.69090  1.91255  1.06963
H  1.74379  0.71562  0.27942
H  2.05111  2.04006  -1.67467
H  1.65615  3.53943  -0.84336
H  -0.69635  3.06704  -3.27569
H  -3.22249  0.79817  -2.06969
H  -3.95333  1.28036  -0.04789
O  2.17509  -1.47464  1.43682
C  1.69715  -2.54138  1.24244
O  0.43631  -2.76386  0.80454
C  0.30746  -4.14812  0.47174
C  1.39890  -4.78337  1.31575
O  2.34636  -3.71867  1.42917
H  -0.69230  -4.49571  0.71475
H  0.48222  -4.26811  -0.59840
H  1.05012  -5.05016  2.31454
H  1.86428  -5.64860  0.85271

Cartesian forces, eV/Å:
0.457 0.444 0.067
0.082 -0.912 0.166
-0.049 -0.202 0.015
0.621 0.337 0.168
-0.151 0.297 -0.030
0.213 0.347 0.070
-0.441 -0.284 0.281
0.214 0.121 -0.122
0.310 -0.674 0.091
0.090 0.230 -0.026
0.021 -0.035 0.046
-0.110 -0.128 -0.009
-0.265 -0.135 0.046
0.162 0.226 -0.046
-0.145 0.131 -0.138
-0.612 -0.088 -0.362
-0.191 0.192 -0.083
-0.241 0.162 -0.156
0.043 0.104 0.018
-0.045 -0.133 -0.025
0.075 -0.033 0.032
-0.020 -0.085 -0.013
-0.087 -0.008 -0.021
0.003 -0.044 0.010
-0.039 0.106 0.056
0.030 -0.008 -0.006
-0.026 0.011 0.008
0.101 0.058 -0.039

DFT (wB97M-V/def2-TZVPD) results for C5H12BCuO6PS as an isolated structure.

## Properties
net charge: +2
electronic energy: -3053.1488 Ha
highest occupied orbital energy (alpha / beta): -17.4 / -17.4 eV
E_LUMO (alpha / beta): -9.701 / -10.779 eV
2S+1: 2
gap between HOMO and LUMO (alpha / beta): 7.71 / 6.63 eV

Cartesian coordinates (Å):
C  1.80052  1.87048  0.51848
O  1.52163  0.97375  1.67241
B  1.81325  -0.42239  1.21411
O  2.85003  -1.18204  1.94126
C  1.03300  -1.16621  -0.05071
O  1.85551  -1.07836  -1.29428
S  1.05988  -0.24775  -2.57865
O  0.74489  -1.29514  -3.68486
O  1.74394  1.05760  -3.11193
O  -0.30629  0.37087  -1.75199
C  -0.39964  -0.49941  -0.56945
P  -1.59288  0.24643  0.73216
C  -2.44963  1.83688  0.11293
C  -2.96179  -1.12237  0.93613
H  2.30346  2.86623  0.88226
H  0.76680  2.07221  -0.04034
H  2.48819  1.35024  -0.30742
H  3.60968  -0.54651  2.12770
H  0.98942  -2.34836  0.09021
H  -0.94049  -1.47192  -0.99460
H  -1.89566  2.80243  0.53417
H  -2.49598  1.83279  -1.07467
H  -3.55270  1.87326  0.53740
H  -2.52976  -1.92907  1.66631
H  -3.11499  -1.65333  -0.11582
H  -3.92020  -0.57010  1.31829
Cu  1.57980  -3.62020  1.29091

Cartesian forces, eV/Å:
-0.512 0.596 -1.884
1.223 -3.444 -2.511
1.694 2.013 2.617
-1.897 2.208 -2.417
0.311 1.146 -1.500
-1.789 1.343 0.330
1.709 1.993 -7.521
0.808 3.928 5.576
-2.526 -5.755 3.273
2.527 -2.492 1.834
-1.361 -2.702 -0.809
-1.988 -0.345 -1.693
-0.366 1.125 -0.042
0.495 -0.325 -0.097
-1.118 -2.140 -0.617
2.266 -0.025 1.209
-1.213 1.210 1.877
-1.235 -1.149 0.268
-0.736 1.629 -0.287
0.574 1.967 1.142
-1.026 -2.141 -1.098
0.324 -0.035 2.483
2.315 -0.357 -0.740
-1.162 1.584 -1.157
0.217 1.380 2.105
1.856 -1.317 -0.605
0.610 0.107 0.264

DFT (wB97M-V/def2-TZVPD) results for C5H12BiO3 as an isolated structure.

## Properties
net charge: +2
electronic energy: -637.1896 Ha
highest occupied orbital energy (alpha / beta): -15.4 / -15.4 eV
E_LUMO (alpha / beta): -13.002 / -12.801 eV
2S+1: 2
gap between HOMO and LUMO (alpha / beta): 2.39 / 2.60 eV

Cartesian coordinates (Å):
C  0.49162  2.16630  -2.43574
C  0.45814  0.69010  -2.17502
O  -0.76001  0.08337  -2.56677
Bi  -1.24496  -0.98628  -4.29701
H  -0.51948  2.55138  -2.62337
H  1.13244  2.37293  -3.30191
H  0.90156  2.67394  -1.55419
H  1.26541  0.10873  -2.64536
O  0.34860  0.42940  -0.65735
H  -1.18006  -0.11217  -1.56814
C  -0.58416  -0.64252  3.17696
O  0.03218  -0.24395  1.97838
C  0.08868  -1.26631  1.01814
C  0.87051  -0.80295  -0.18429
H  -0.59274  0.22172  3.85118
H  -1.62230  -0.97274  3.00018
H  -0.02950  -1.46833  3.65560
H  -0.93026  -1.56495  0.70933
H  0.58822  -2.16025  1.43504
H  0.76941  -1.55330  -0.98494
H  1.93081  -0.67480  0.08745

Cartesian forces, eV/Å:
-0.065 0.142 -0.162
2.493 0.425 4.048
-3.168 -1.622 1.672
-0.245 -0.242 -0.518
0.262 0.000 0.128
-0.184 0.069 0.202
-0.065 -0.131 -0.245
-0.013 0.189 0.470
-0.624 1.227 -3.755
1.003 0.796 -1.859
-0.359 -0.343 0.765
0.418 0.034 -1.043
-0.267 0.035 0.696
0.940 -0.631 0.163
0.029 -0.261 -0.258
0.243 0.105 0.048
-0.143 0.248 -0.131
-0.023 -0.010 0.044
-0.142 0.106 -0.247
0.235 -0.170 0.220
-0.325 0.033 -0.240